1.
The following is a quantum chemistry calculation of a 2-piece molecular cluster, C8H10Cl2N overall at a distorted geometry, from the Open Molecules 2025 dataset.

```
21
C8H10Cl2N, DFT ωB97M-V/def2-TZVPD
Cl 2.064 -1.737 -0.433
Cl 3.787 0.069 1.004
N 1.080 2.178 -0.295
C -1.011 0.248 1.117
C -2.019 -0.528 1.634
C -2.147 -1.635 -0.456
C -1.237 -0.814 -1.017
C 3.392 -0.614 -0.475
C -2.691 -1.407 0.834
C -0.528 0.192 -0.193
C 0.277 1.138 -0.851
H 2.054 1.813 0.156
H 0.576 2.688 0.425
H 4.278 -0.629 -1.154
H 1.510 2.907 -0.919
H -2.684 -2.282 -1.122
H -3.337 -2.183 1.298
H -0.873 -1.030 -2.050
H -2.425 -0.208 2.575
H -0.560 0.897 1.828
H 0.493 0.937 -1.906
```

**LUMO energy (spin up / spin down)**: -3.55 / -5.08 eV
**HOMO energy (spin up / spin down)**: -11.5800 / -13.1514 eV
**Total charge**: +1
**Kohn-Sham gap (spin up / spin down)**: 8.0 / 8.1 eV
**Multiplicity**: 3

---

2.
The following is a quantum chemistry calculation of C27H22IN2PTl as an isolated structure, from the Open Molecules 2025 dataset.

```
54
C27H22IN2PTl, DFT ωB97M-V/def2-TZVPD
Tl 1.845 2.197 1.166
I -0.918 3.046 -0.370
P 0.586 -0.024 -0.330
N 0.157 1.754 3.115
N -0.582 3.938 3.329
C -0.006 -2.608 0.758
C -1.917 2.874 -4.530
C -1.570 3.207 -3.213
C -0.836 0.909 -2.740
C -2.050 -3.034 1.957
C -1.078 2.261 -2.357
C -0.612 -1.719 -3.814
C 4.863 -1.640 -0.953
C 2.859 -0.674 -1.871
C -0.224 -0.149 -1.991
C -0.139 -1.411 -2.535
C -0.842 -3.479 1.440
C 2.234 -0.765 -0.629
C -1.150 -0.723 -4.572
C -2.422 -1.707 1.798
C 2.956 -1.261 0.460
C -0.378 -1.277 0.589
C -1.456 0.944 5.217
C 0.157 0.481 3.546
C -1.472 2.251 4.796
C 4.258 -1.706 0.295
C -0.636 2.637 3.736
C -1.586 -0.830 1.126
C -1.262 0.593 -4.076
C -1.792 1.582 -4.936
C -0.616 0.028 4.584
C 4.167 -1.110 -2.029
H -1.717 4.221 -2.868
H -2.095 1.284 -5.932
H 4.802 -2.106 1.141
H -2.107 2.988 5.269
H -1.874 0.210 1.013
H -2.089 0.631 6.036
H 2.324 -0.264 -2.719
H 0.934 -2.969 0.362
H -0.578 -1.008 4.887
H 0.813 -0.196 3.009
H 2.494 -1.306 1.441
H -0.548 -4.514 1.563
H -1.503 -0.923 -5.576
H 4.641 -1.036 -2.999
H -3.362 -1.353 2.203
H -2.304 3.639 -5.188
H -2.699 -3.722 2.483
H -0.527 -2.727 -4.196
H 5.874 -2.000 -1.085
H -0.082 4.174 2.493
H 0.331 -2.200 -1.963
H -1.266 4.594 3.660
```

**LUMO energy**: -2.85 eV
**HOMO energy**: -10.9459 eV
**Total charge**: +1
**Kohn-Sham gap**: 8.1 eV

---

3.
The following is a quantum chemistry calculation of one molecule with the formula C4H2N2O at a distorted geometry, from the Open Molecules 2025 dataset.

```
9
C4H2N2O, DFT ωB97M-V/def2-TZVPD
O -1.002 1.710 -1.349
N -3.469 -0.344 -0.256
N -0.227 3.937 -0.872
C -0.618 2.925 -1.202
C -0.393 1.095 0.962
C -2.498 0.249 -0.101
C -1.328 0.967 0.026
H 0.621 1.609 0.878
H -0.453 0.654 2.023
```

**LUMO energy**: -0.78 eV
**HOMO energy**: -11.1471 eV
**Kohn-Sham gap**: 10.4 eV

---

4.
The following is a quantum chemistry calculation of a 2-piece molecular cluster, C4H14N overall at a distorted geometry, from the Open Molecules 2025 dataset.

```
19
C4H14N, DFT ωB97M-V/def2-TZVPD
N 1.319 -0.514 1.242
C 1.677 0.877 0.719
C -2.563 0.787 -2.505
C -2.380 -0.250 -1.338
C 2.250 -1.044 2.303
H 3.269 -1.075 1.920
H -3.363 0.565 -3.224
H 0.402 -0.424 1.699
H -3.182 -0.987 -1.458
H 1.124 -1.211 0.488
H 1.064 1.708 1.061
H -1.353 -0.582 -1.533
H 1.771 0.715 -0.357
H 2.322 -0.302 3.118
H -2.851 1.782 -2.138
H -1.730 0.780 -3.221
H -2.467 0.191 -0.315
H 2.699 1.073 1.072
H 1.991 -2.086 2.466
```

**LUMO energy**: -3.71 eV
**HOMO energy**: -14.2324 eV
**Total charge**: +1
**Kohn-Sham gap**: 10.5 eV

---

5.
The following is a quantum chemistry calculation of a 15-piece molecular cluster, C60H165N15O15 overall at a distorted geometry, from the Open Molecules 2025 dataset.

```
255
C60H165N15O15, DFT ωB97M-V/def2-TZVPD
O 21.808 6.030 -2.021
O 35.891 12.564 8.472
O 39.454 18.229 -0.269
O 28.452 0.196 -0.037
O 28.097 16.941 -8.901
O 30.169 8.914 -8.674
O 36.398 20.209 -4.869
O 26.985 16.426 7.667
O 33.108 3.995 -4.485
O 21.026 22.567 -4.316
O 28.570 7.056 2.628
O 28.767 12.535 -1.585
O 21.176 14.300 -1.687
O 20.296 17.790 4.917
O 29.763 27.172 -4.975
N 23.817 22.038 -5.370
N 17.645 13.114 -1.583
N 36.296 16.668 0.786
N 28.818 17.857 5.822
N 21.597 4.894 0.742
N 39.151 21.120 -3.978
N 23.359 18.560 5.344
N 27.612 25.572 -4.087
N 27.978 20.609 -9.493
N 32.711 9.942 -11.172
N 32.537 1.199 -6.853
N 27.153 2.699 0.575
N 34.625 12.619 5.093
N 30.046 14.672 1.073
N 25.872 7.138 3.836
C 30.854 8.938 -9.985
C 34.456 12.572 6.512
C 29.127 23.715 -3.703
C 31.996 9.971 -9.940
C 33.331 3.221 -5.705
C 22.171 22.219 -3.576
C 23.877 20.299 -3.688
C 21.445 17.017 4.651
C 29.937 6.635 2.873
C 29.101 11.301 -2.194
C 26.592 8.249 3.251
C 28.145 17.145 8.047
C 36.652 18.984 0.418
C 30.871 28.025 -5.435
C 38.704 20.846 -5.358
C 27.915 16.135 -7.739
C 36.994 13.343 8.949
C 40.031 20.388 -6.088
C 31.543 11.390 -9.554
C 26.012 9.526 3.847
C 27.508 3.475 -1.647
C 29.211 15.541 -0.991
C 29.212 14.328 -0.080
C 29.950 25.760 -4.965
C 20.542 5.608 0.023
C 22.372 13.568 -1.534
C 21.266 6.640 -0.881
C 38.540 17.323 0.333
C 27.979 19.222 -9.793
C 23.655 17.164 3.414
C 33.262 0.859 -4.625
C 29.303 7.809 -8.413
C 35.249 19.328 -5.011
C 27.381 2.273 -0.740
C 18.134 15.376 -1.022
C 20.417 23.873 -3.870
C 29.231 17.133 7.028
C 28.441 18.315 -8.566
C 32.610 1.845 -5.609
C 33.717 11.345 6.931
C 37.590 19.720 -5.388
C 33.744 5.273 -4.504
C 19.752 6.231 1.128
C 19.439 17.220 5.849
C 35.906 12.586 7.058
C 37.095 17.637 0.092
C 20.054 13.623 -1.249
C 29.002 25.218 -3.923
C 22.636 17.978 4.219
C 28.746 18.874 -11.075
C 28.107 8.047 3.478
C 28.602 1.345 -0.868
C 18.694 14.118 -1.796
C 26.097 16.359 8.820
C 30.643 17.601 7.360
C 22.970 21.325 -4.434
C 40.649 17.734 -0.713
C 22.353 6.964 -3.011
C 29.752 13.055 -0.753
C 29.502 -0.740 -0.237
H 32.638 9.606 -9.138
H 28.463 19.530 -11.897
H 18.155 15.204 0.054
H 32.965 3.782 -6.565
H 27.618 26.567 -4.256
H 29.626 6.796 -8.655
H 27.507 20.692 -8.603
H 18.887 6.778 0.753
H 25.000 9.749 3.510
H 24.045 16.268 3.896
H 30.328 13.861 1.605
H 34.915 13.502 4.698
H 29.492 -1.173 -1.238
H 31.090 11.328 -8.564
H 22.407 12.644 -2.112
H 25.719 17.323 9.161
H 30.866 27.943 -6.521
H 28.364 4.120 -1.450
H 16.830 13.421 -2.094
H 25.259 15.719 8.545
H 37.972 18.828 -4.890
H 30.622 18.618 7.750
H 36.873 17.495 -0.966
H 33.975 13.491 6.847
H 20.049 12.596 -1.614
H 31.862 0.448 -6.883
H 28.835 15.273 -1.979
H 20.054 13.635 -0.159
H 35.338 11.910 5.002
H 18.727 16.266 -1.229
H 30.572 13.299 -1.428
H 29.494 18.421 -8.306
H 32.261 10.573 -11.819
H 30.479 -0.284 -0.078
H 19.473 24.006 -4.397
H 33.731 11.243 8.016
H 17.103 15.559 -1.326
H 30.738 7.343 2.661
H 27.904 18.635 -7.674
H 40.387 16.834 -1.269
H 36.398 13.438 6.589
H 32.173 1.760 -7.609
H 32.661 9.051 -11.644
H 34.814 5.105 -4.629
H 30.039 6.207 3.870
H 26.893 16.180 -7.361
H 35.316 16.910 0.820
H 20.540 7.412 -1.137
H 26.916 19.017 -9.925
H 22.218 18.819 3.666
H 28.666 16.125 -6.948
H 30.103 5.862 2.123
H 38.320 21.720 -5.883
H 33.519 5.777 -3.564
H 21.801 21.706 -2.688
H 39.225 20.210 -3.545
H 29.526 1.875 -0.639
H 20.356 23.927 -2.783
H 30.568 29.046 -5.204
H 28.082 15.150 -8.174
H 41.182 18.296 -1.481
H 30.952 25.401 -4.732
H 23.016 7.714 -2.580
H 26.099 9.597 4.931
H 29.664 15.382 1.681
H 18.587 17.875 6.035
H 29.817 19.041 -10.958
H 24.506 19.737 -4.378
H 36.282 15.785 0.296
H 28.626 1.044 -1.916
H 29.871 11.411 -2.958
H 18.965 16.377 5.347
H 30.093 8.998 -10.763
H 26.542 10.328 3.334
H 22.472 13.214 -0.508
H 29.279 16.089 6.718
H 29.968 12.274 -0.025
H 32.998 1.222 -3.632
H 38.389 21.605 -3.527
H 28.188 10.949 -2.674
H 28.565 8.982 3.156
H 28.543 23.359 -2.854
H 24.452 17.790 3.013
H 27.868 18.156 8.347
H 35.797 19.277 -0.191
H 32.844 -0.147 -4.582
H 20.042 4.907 -0.645
H 23.281 19.533 -3.191
H 34.908 19.340 -6.046
H 40.775 21.183 -6.141
H 36.239 19.101 1.420
H 34.082 10.400 6.529
H 27.745 3.486 0.798
H 27.443 21.161 -10.148
H 34.336 0.856 -4.810
H 23.163 16.914 2.474
H 30.809 11.597 -10.333
H 28.813 23.077 -4.529
H 27.202 25.310 -3.202
H 28.185 14.229 0.271
H 27.563 3.085 -2.663
H 34.383 3.098 -5.963
H 22.696 19.014 5.956
H 30.248 15.877 -1.008
H 26.471 1.690 -0.884
H 31.799 27.597 -5.055
H 27.846 17.667 5.625
H 28.611 16.693 8.922
H 23.210 14.181 -1.867
H 36.867 14.386 8.657
H 31.263 17.644 6.465
H 21.695 16.403 5.516
H 24.468 20.720 -2.875
H 29.751 25.416 -5.980
H 32.316 12.158 -9.588
H 36.549 11.743 6.801
H 28.586 16.361 -0.637
H 31.205 16.988 8.066
H 30.135 23.382 -3.451
H 26.322 6.877 4.702
H 20.238 6.993 1.738
H 22.791 23.090 -3.365
H 26.632 15.933 9.669
H 26.584 4.051 -1.592
H 28.904 18.842 6.027
H 28.429 7.965 -9.046
H 26.191 6.381 3.249
H 40.556 19.587 -5.567
H 21.098 16.318 3.890
H 32.691 11.456 6.581
H 31.338 7.967 -10.085
H 22.310 4.408 0.217
H 39.778 19.989 -7.070
H 22.907 6.473 -3.812
H 31.598 2.070 -5.270
H 21.917 5.510 1.476
H 38.607 16.310 -0.063
H 34.503 19.809 -4.379
H 29.310 25.731 -3.012
H 23.684 17.824 5.955
H 35.357 18.264 -4.803
H 28.544 17.838 -11.345
H 37.409 19.761 0.313
H 29.323 -1.556 0.463
H 21.480 7.494 -3.392
H 26.339 8.256 2.191
H 18.828 14.160 -2.877
H 38.858 17.290 1.375
H 27.306 1.889 1.160
H 37.101 13.154 10.017
H 23.353 22.782 -5.870
H 19.895 17.071 6.828
H 29.329 10.502 -1.487
H 37.934 12.940 8.570
H 22.307 20.737 -5.069
H 19.344 5.439 1.756
H 28.958 7.890 -7.383
H 20.972 24.748 -4.210
H 17.831 12.241 -2.056
H 22.046 7.155 -0.319
H 33.340 5.860 -5.329
H 37.519 19.442 -6.439
H 41.293 17.516 0.139
H 28.275 7.835 4.534
H 24.489 22.597 -4.864
```

**LUMO energy**: 0.15 eV
**HOMO energy**: -8.4450 eV
**Kohn-Sham gap**: 8.6 eV

---

What did the second record say?
The following is a quantum chemistry calculation of C27H22IN2PTl as an isolated structure, from the Open Molecules 2025 dataset.

```
54
C27H22IN2PTl, DFT ωB97M-V/def2-TZVPD
Tl 1.845 2.197 1.166
I -0.918 3.046 -0.370
P 0.586 -0.024 -0.330
N 0.157 1.754 3.115
N -0.582 3.938 3.329
C -0.006 -2.608 0.758
C -1.917 2.874 -4.530
C -1.570 3.207 -3.213
C -0.836 0.909 -2.740
C -2.050 -3.034 1.957
C -1.078 2.261 -2.357
C -0.612 -1.719 -3.814
C 4.863 -1.640 -0.953
C 2.859 -0.674 -1.871
C -0.224 -0.149 -1.991
C -0.139 -1.411 -2.535
C -0.842 -3.479 1.440
C 2.234 -0.765 -0.629
C -1.150 -0.723 -4.572
C -2.422 -1.707 1.798
C 2.956 -1.261 0.460
C -0.378 -1.277 0.589
C -1.456 0.944 5.217
C 0.157 0.481 3.546
C -1.472 2.251 4.796
C 4.258 -1.706 0.295
C -0.636 2.637 3.736
C -1.586 -0.830 1.126
C -1.262 0.593 -4.076
C -1.792 1.582 -4.936
C -0.616 0.028 4.584
C 4.167 -1.110 -2.029
H -1.717 4.221 -2.868
H -2.095 1.284 -5.932
H 4.802 -2.106 1.141
H -2.107 2.988 5.269
H -1.874 0.210 1.013
H -2.089 0.631 6.036
H 2.324 -0.264 -2.719
H 0.934 -2.969 0.362
H -0.578 -1.008 4.887
H 0.813 -0.196 3.009
H 2.494 -1.306 1.441
H -0.548 -4.514 1.563
H -1.503 -0.923 -5.576
H 4.641 -1.036 -2.999
H -3.362 -1.353 2.203
H -2.304 3.639 -5.188
H -2.699 -3.722 2.483
H -0.527 -2.727 -4.196
H 5.874 -2.000 -1.085
H -0.082 4.174 2.493
H 0.331 -2.200 -1.963
H -1.266 4.594 3.660
```

**LUMO energy**: -2.85 eV
**HOMO energy**: -10.9459 eV
**Total charge**: +1
**Kohn-Sham gap**: 8.1 eV